C62H59N4O10Se2SiTa | ωB97M-V with the def2-TZVPD basis set

The calculation puts the frontier orbital gap at 7.06 eV. As for the LUMO energy: -0.653 eV. The energy relative to the best compared isomer or geometry (same formula, charge and spin) is 64.6 kcal per mole.

Geometry as ORCA input:
```
! wB97M-V def2-TZVPD RIJCOSX def2/J DEFGRID3
* xyz 0 1
H 6.596 -1.256 -2.599
H 2.134 -2.942 6.871
C -4.725 -2.797 -0.789
C 4.313 -0.282 -3.630
C -3.717 1.735 -3.751
C -2.261 1.438 3.080
C 1.445 -0.960 6.424
C 3.211 4.542 -3.746
H 6.657 1.664 3.875
H 3.086 -1.995 -1.672
H 0.557 0.138 3.366
C -1.432 0.769 -4.206
H -1.647 -2.010 -0.366
C -3.428 0.347 0.248
C -1.520 -2.127 2.688
C -3.219 -1.044 0.945
H 4.884 -0.996 -4.231
C 2.142 3.701 -3.484
C 2.216 -3.397 2.057
C 1.704 -2.707 4.790
H -5.817 1.438 -1.983
H 0.727 0.914 5.656
Se 0.405 2.876 0.647
C 4.443 4.285 -3.161
H -5.369 -3.389 -1.427
O -0.829 3.513 1.451
C -2.689 2.292 4.090
C -2.507 -5.459 2.317
Ta 0.579 0.091 0.381
C -2.098 -0.854 2.010
C -5.188 -2.487 0.568
H 6.579 0.481 -2.360
H 4.508 -2.640 -2.511
O 1.278 -1.313 1.426
H 3.185 0.251 1.874
H 3.597 -1.803 1.686
H 2.021 -5.338 -2.324
C -3.443 1.807 5.144
H -2.972 -4.730 4.943
H -2.191 -6.434 2.687
C -3.328 -0.398 4.187
C 2.308 2.610 -2.643
H -2.214 -5.362 1.274
C -0.513 -4.683 -1.477
C 1.263 -1.856 3.783
C 6.662 1.857 1.737
C -4.875 1.121 -1.559
H -3.239 -2.592 -2.259
C 4.169 -1.915 -1.761
H 7.643 2.313 1.698
N -2.694 2.085 -5.830
C -0.339 -2.910 2.094
H 5.281 4.943 -3.353
H -1.289 -4.281 -0.833
C 2.104 -4.780 2.174
H -5.658 0.632 0.337
C 1.790 -2.264 6.102
C 6.110 1.494 2.957
H -2.417 3.337 4.039
C -3.702 1.118 -2.436
C -4.786 0.699 -0.296
C -2.598 1.538 -4.647
C 3.473 -2.869 1.768
C 4.686 1.057 0.558
H 4.405 0.615 3.924
H -0.832 -4.537 -2.511
C 0.672 -0.592 -3.177
O 1.097 1.550 1.583
C -3.759 0.456 5.190
O -0.510 -4.157 2.761
O 1.585 3.809 0.098
H 3.260 -0.448 -3.844
C -1.946 -4.545 4.626
H -3.775 2.471 5.931
N -0.367 -0.387 -2.381
C 4.579 -3.685 1.603
C -2.599 0.421 -2.063
H -3.559 -1.451 4.256
H 1.520 -0.614 7.446
H 1.449 1.984 -2.435
C -4.487 -1.708 1.386
Se -4.281 2.918 -5.900
H -4.862 -1.486 2.372
C 0.781 -3.935 -1.289
C 3.214 -5.600 1.997
H -0.445 -3.029 1.013
C 2.046 -4.724 -1.422
H 1.161 -5.234 2.423
C 1.007 -0.104 5.424
H -1.660 1.847 2.276
C 4.633 -0.510 -2.148
H -6.125 -2.912 0.902
H 6.482 -0.595 -0.967
H 5.576 3.023 -1.889
H -3.593 -5.397 2.377
H 1.173 3.901 -3.920
O -0.167 1.751 -0.527
C -1.428 0.253 -2.911
H 3.085 5.400 -4.392
H 4.558 0.721 -3.974
C 4.456 -5.062 1.711
C -1.884 -4.339 3.125
C -2.583 0.090 3.111
H -1.233 -1.838 3.706
C 0.915 -0.551 4.114
H 6.441 1.923 -0.364
C 4.601 3.190 -2.326
H 5.318 -5.703 1.585
C -2.627 -1.532 -0.413
Si 3.751 0.771 -1.046
H -1.567 -3.664 5.140
C 1.103 -2.377 2.359
H 5.541 -3.235 1.395
C 4.161 0.704 1.800
H 2.098 -5.411 -0.573
H 4.581 -2.226 -0.801
C 5.964 1.634 0.562
H -4.335 0.058 6.015
C 3.538 2.327 -2.051
O 0.791 -2.740 -1.047
O 2.205 0.228 -0.652
H 1.986 -3.724 4.556
C 0.738 -0.157 -4.500
N -2.541 -0.120 -0.806
H -0.306 0.962 -6.016
H -1.333 -5.399 4.909
H 1.503 -1.120 -2.733
O -2.523 -3.132 2.743
H 3.096 -6.671 2.097
C -3.557 -2.360 -1.250
H -3.008 1.195 0.801
C 6.156 -0.456 -1.997
C 4.855 0.910 2.986
H 1.624 -0.347 -5.085
H -0.400 -5.752 -1.309
H 2.920 -4.083 -1.407
C -0.320 0.560 -5.013
N -4.715 2.440 -4.227
O -1.052 -0.233 1.325
*
```